1.
# C36H31F2IrN5O3S

A structure of composition C36H31F2IrN5O3S (the ωB97M-V functional and the def2-TZVPD basis, the Open Molecules 2025 dataset).

The geometry in ORCA input format:
```
! RIJCOSX wB97M-V def2-TZVPD def2/J DEFGRID3
* xyz 2 2
Ir -1.501 0.635 -0.784
F 0.587 2.483 3.801
C -0.094 2.767 2.687
C -0.407 1.721 1.833
C -1.106 1.976 0.665
C -1.509 3.297 0.388
C -1.149 4.309 1.279
F -1.502 5.571 1.010
C -0.439 4.077 2.435
C -2.260 3.489 -0.849
C -2.919 4.639 -1.279
C -3.632 4.608 -2.463
C -3.691 3.431 -3.199
C -3.033 2.325 -2.711
N -2.332 2.354 -1.571
H -0.101 0.735 2.132
H -0.175 4.879 3.109
H -2.870 5.537 -0.688
H -4.145 5.494 -2.808
H -4.239 3.368 -4.127
H -3.056 1.378 -3.237
C 3.939 -2.538 2.246
O 2.586 -2.105 2.069
C 1.903 -1.660 3.164
C 2.499 -1.436 4.399
C 1.738 -1.030 5.483
C 0.370 -0.843 5.355
C -0.225 -1.044 4.125
C 0.530 -1.434 3.023
N -0.192 -1.637 1.802
C 0.034 -1.239 0.568
N 1.240 -0.678 0.220
C 1.440 0.165 -0.821
C 0.351 0.865 -1.480
C 0.721 1.687 -2.549
C 2.041 1.874 -2.887
C 3.100 1.220 -2.205
C 2.814 0.368 -1.185
O 3.700 -0.332 -0.457
C 5.087 -0.173 -0.768
N -0.959 -1.353 -0.341
C -0.648 -1.946 -1.576
C -1.359 -1.525 -2.696
C -1.133 -2.071 -3.947
C -0.186 -3.075 -4.079
C 0.518 -3.535 -2.974
C 0.287 -2.990 -1.718
O 0.904 -3.372 -0.576
C 1.768 -4.507 -0.613
H 4.241 -2.956 1.290
H 3.995 -3.305 3.018
H 4.586 -1.699 2.503
H 3.559 -1.591 4.524
H 2.222 -0.869 6.436
H -0.226 -0.540 6.204
H -1.290 -0.892 4.003
H -1.096 -2.085 1.893
H 2.070 -1.023 0.720
H -0.050 2.209 -3.098
H 2.299 2.555 -3.688
H 4.121 1.397 -2.507
H 5.624 -0.817 -0.079
H 5.397 0.863 -0.619
H 5.288 -0.485 -1.793
H -2.144 -0.768 -2.579
H -1.699 -1.732 -4.803
H -0.001 -3.521 -5.046
H 1.238 -4.331 -3.098
H 2.058 -4.691 0.417
H 2.653 -4.301 -1.218
H 1.243 -5.378 -1.008
S -5.780 0.539 1.088
C -5.567 -0.778 0.024
C -4.311 -0.766 -0.484
N -3.530 0.274 -0.041
C -4.188 1.035 0.799
H -6.355 -1.486 -0.169
H -3.894 -1.495 -1.162
H -3.754 1.907 1.265
*
```

The largest force on an atom comes out at 0.9 eV/Å. The HOMO energy (alpha / beta) is -13.054 / -13.074 eV. The expectation value of S² is 0.7665. The calculation puts the gap between HOMO and LUMO (alpha / beta) at 7.8 / 5.0 eV. For the energy relative to the best compared isomer or geometry (same formula, charge and spin), the calculation gives 33.4 kcal/mol.

=====

2.
# C36H31FNO3S

A cluster of 2 separate species, C36H31FNO3S in total (the ωB97M-V functional and the def2-TZVPD basis, the Open Molecules 2025 dataset).

The geometry in ORCA input format:
```
! RIJCOSX wB97M-V def2-TZVPD def2/J DEFGRID3
* xyz 1 1
C -2.686 3.092 4.636
O -2.502 1.912 3.892
C -2.165 0.774 4.628
C -1.961 -0.427 3.909
C -2.066 -0.446 2.514
C -2.087 -0.473 1.284
N -2.032 -0.540 -0.064
C -0.928 -1.247 -0.689
C -0.761 -2.640 -0.159
C 0.356 -2.999 0.578
C 0.486 -4.279 1.075
C -0.502 -5.212 0.846
C -1.621 -4.863 0.120
C -1.752 -3.582 -0.375
S -2.323 1.016 -0.745
C -2.454 0.700 -2.518
C -1.537 1.267 -3.371
C -1.633 1.054 -4.733
C -2.651 0.270 -5.254
C -2.745 0.047 -6.723
C -3.571 -0.291 -4.378
C -3.473 -0.079 -3.016
O -3.705 1.478 -0.362
O -1.070 1.840 -0.585
C -1.613 -1.584 4.586
C -1.457 -1.581 5.954
C -1.655 -0.413 6.663
C -2.006 0.749 6.013
H -2.933 3.896 3.941
H -3.510 2.963 5.339
H -1.765 3.348 5.162
H -1.106 -1.272 -1.769
H -0.016 -0.661 -0.521
H 1.124 -2.266 0.755
H 1.363 -4.551 1.639
H -0.397 -6.214 1.230
H -2.392 -5.592 -0.062
H -2.627 -3.296 -0.933
H -0.761 1.894 -2.958
H -0.922 1.498 -5.409
H -3.591 -0.589 -6.978
H -2.868 0.987 -7.259
H -1.846 -0.435 -7.104
H -4.371 -0.890 -4.776
H -4.199 -0.494 -2.335
H -1.449 -2.484 4.017
H -1.173 -2.488 6.464
H -1.529 -0.419 7.733
H -2.152 1.649 6.581
F -7.977 0.913 6.402
C -7.584 0.061 5.429
C -7.150 -1.217 5.749
C -6.745 -2.083 4.767
C -6.755 -1.713 3.401
C -6.329 -2.675 2.449
C -6.283 -2.676 1.027
C -5.870 -3.863 0.382
C -5.815 -3.954 -0.987
C -6.167 -2.871 -1.770
C -6.573 -1.692 -1.176
C -6.630 -1.592 0.191
C -7.203 -0.404 3.111
C -7.605 0.455 4.100
H -7.146 -1.510 6.785
H -6.422 -3.075 5.033
H -5.993 -3.601 2.889
H -5.607 -4.718 0.981
H -5.510 -4.875 -1.456
H -6.134 -2.950 -2.844
H -6.855 -0.851 -1.790
H -6.942 -0.660 0.607
H -7.222 -0.045 2.107
H -7.938 1.452 3.868
*
```

The largest force on an atom comes out at 4.1 eV/Å. The HOMO energy is -9.936 eV. The calculation puts the gap between HOMO and LUMO at 4.1 eV.

=====

3.
# C36H31MgN8SeTe

A structure of composition C36H31MgN8SeTe (the ωB97M-V functional and the def2-TZVPD basis, the Open Molecules 2025 dataset).

The geometry in ORCA input format:
```
! RIJCOSX wB97M-V def2-TZVPD def2/J DEFGRID3
* xyz 1 1
Mg -1.444 1.355 0.722
C 4.339 0.539 -0.856
C 3.616 -0.683 -0.642
C 2.527 -0.688 0.197
C 1.844 0.522 0.474
C 2.394 1.692 -0.013
C 3.658 1.715 -0.595
N 0.557 0.469 1.086
C 0.436 -0.226 2.302
C 1.550 -0.711 3.071
C 1.452 -1.448 4.207
C 0.162 -1.490 4.835
C -0.964 -0.967 4.227
C -0.887 -0.402 2.945
N -1.966 0.020 2.255
N -3.186 -0.294 2.591
C -4.082 0.170 1.732
C -5.426 -0.224 1.820
C -6.390 0.429 1.048
C -5.995 1.431 0.120
C -4.614 1.600 -0.055
N -3.623 0.936 0.617
H 5.413 0.600 -1.176
H 4.001 -1.542 -1.137
H 2.131 -1.586 0.617
H 1.888 2.669 0.124
H 4.161 2.663 -0.762
H 2.508 -0.465 2.665
H 2.308 -1.960 4.590
H 0.079 -1.983 5.833
H -1.975 -1.004 4.567
H -5.624 -0.837 2.645
H -7.459 0.273 1.208
H -6.694 2.002 -0.493
H -4.250 2.452 -0.612
C 1.115 2.050 -4.980
C 0.172 1.828 -3.818
C -0.579 2.895 -3.251
C -1.029 2.661 -1.947
N -0.915 1.466 -1.318
C -0.627 0.359 -2.122
C 0.035 0.504 -3.313
H 1.424 3.106 -5.087
H 0.749 1.813 -6.031
H 1.978 1.384 -4.769
H -0.823 3.805 -3.754
H -1.342 3.515 -1.290
H -0.673 -0.605 -1.609
H 0.360 -0.380 -3.753
Se 0.606 3.692 2.740
N -0.255 5.262 3.218
C -1.519 5.155 2.850
C -2.452 6.281 2.900
C -3.280 6.456 1.858
C -3.544 5.328 0.952
N -2.906 4.169 1.042
C -1.886 4.079 1.916
N -0.960 3.058 1.882
H -2.306 7.000 3.682
H -3.945 7.303 1.762
H -4.337 5.421 0.165
C 1.266 -6.005 -0.163
Te 0.024 -4.135 -0.324
C 1.523 -3.699 -1.922
C 2.603 -4.762 -1.955
C 3.636 -4.649 -2.799
C 4.609 -5.681 -2.845
C 4.472 -6.777 -2.023
C 3.373 -6.964 -1.182
C 2.444 -5.929 -1.124
H 0.503 -6.775 -0.451
H 1.528 -6.033 0.905
H 1.824 -2.642 -1.732
H 0.932 -3.665 -2.890
H 3.692 -3.882 -3.534
H 5.494 -5.642 -3.502
H 5.292 -7.534 -2.015
H 3.276 -7.860 -0.528
*
```

The largest force on an atom comes out at 4.8 eV/Å. The HOMO energy (alpha / beta) is -9.273 / -9.272 eV. The calculation puts the gap between HOMO and LUMO (alpha / beta) at 4.8 / 4.8 eV. For the energy relative to the best compared isomer or geometry (same formula, charge and spin), the calculation gives 37.0 kcal/mol.

=====

The lowest largest force on an atom belongs to which entry? C36H31F2IrN5O3S

=====

Look up the largest force on an atom of the third one. 4.8 eV/Å

=====

What did the third record say?
# C36H31MgN8SeTe

A structure of composition C36H31MgN8SeTe (the ωB97M-V functional and the def2-TZVPD basis, the Open Molecules 2025 dataset).

The geometry in ORCA input format:
```
! RIJCOSX wB97M-V def2-TZVPD def2/J DEFGRID3
* xyz 1 1
Mg -1.444 1.355 0.722
C 4.339 0.539 -0.856
C 3.616 -0.683 -0.642
C 2.527 -0.688 0.197
C 1.844 0.522 0.474
C 2.394 1.692 -0.013
C 3.658 1.715 -0.595
N 0.557 0.469 1.086
C 0.436 -0.226 2.302
C 1.550 -0.711 3.071
C 1.452 -1.448 4.207
C 0.162 -1.490 4.835
C -0.964 -0.967 4.227
C -0.887 -0.402 2.945
N -1.966 0.020 2.255
N -3.186 -0.294 2.591
C -4.082 0.170 1.732
C -5.426 -0.224 1.820
C -6.390 0.429 1.048
C -5.995 1.431 0.120
C -4.614 1.600 -0.055
N -3.623 0.936 0.617
H 5.413 0.600 -1.176
H 4.001 -1.542 -1.137
H 2.131 -1.586 0.617
H 1.888 2.669 0.124
H 4.161 2.663 -0.762
H 2.508 -0.465 2.665
H 2.308 -1.960 4.590
H 0.079 -1.983 5.833
H -1.975 -1.004 4.567
H -5.624 -0.837 2.645
H -7.459 0.273 1.208
H -6.694 2.002 -0.493
H -4.250 2.452 -0.612
C 1.115 2.050 -4.980
C 0.172 1.828 -3.818
C -0.579 2.895 -3.251
C -1.029 2.661 -1.947
N -0.915 1.466 -1.318
C -0.627 0.359 -2.122
C 0.035 0.504 -3.313
H 1.424 3.106 -5.087
H 0.749 1.813 -6.031
H 1.978 1.384 -4.769
H -0.823 3.805 -3.754
H -1.342 3.515 -1.290
H -0.673 -0.605 -1.609
H 0.360 -0.380 -3.753
Se 0.606 3.692 2.740
N -0.255 5.262 3.218
C -1.519 5.155 2.850
C -2.452 6.281 2.900
C -3.280 6.456 1.858
C -3.544 5.328 0.952
N -2.906 4.169 1.042
C -1.886 4.079 1.916
N -0.960 3.058 1.882
H -2.306 7.000 3.682
H -3.945 7.303 1.762
H -4.337 5.421 0.165
C 1.266 -6.005 -0.163
Te 0.024 -4.135 -0.324
C 1.523 -3.699 -1.922
C 2.603 -4.762 -1.955
C 3.636 -4.649 -2.799
C 4.609 -5.681 -2.845
C 4.472 -6.777 -2.023
C 3.373 -6.964 -1.182
C 2.444 -5.929 -1.124
H 0.503 -6.775 -0.451
H 1.528 -6.033 0.905
H 1.824 -2.642 -1.732
H 0.932 -3.665 -2.890
H 3.692 -3.882 -3.534
H 5.494 -5.642 -3.502
H 5.292 -7.534 -2.015
H 3.276 -7.860 -0.528
*
```

The largest force on an atom comes out at 4.8 eV/Å. The HOMO energy (alpha / beta) is -9.273 / -9.272 eV. The calculation puts the gap between HOMO and LUMO (alpha / beta) at 4.8 / 4.8 eV. For the energy relative to the best compared isomer or geometry (same formula, charge and spin), the calculation gives 37.0 kcal/mol.